No. 1
Here is a cluster of 2 separate species, C12H8F3N2O6 in total in a non-equilibrium geometry from the Open Molecules 2025 dataset. Energies are from wB97M-V/def2-TZVPD.

Geometry (Å):
O (3.702, -3.171, -0.684)
N (2.715, -2.927, -0.097)
O (1.603, -3.051, -0.933)
C (0.874, -1.859, -0.955)
C (0.507, -1.176, -2.203)
C (-0.279, 0.080, -2.235)
C (-0.716, 0.757, -0.988)
C (-1.510, 2.093, -1.004)
C (-0.527, 3.157, -1.853)
C (1.089, 3.032, -1.464)
O (0.077, 4.217, -1.070)
C (-0.362, 0.081, 0.258)
C (0.429, -1.194, 0.306)
C (0.611, -1.587, 1.811)
O (1.302, -2.397, 2.346)
N (-0.265, -0.643, 2.449)
C (-0.781, -0.919, 3.761)
F (-1.100, -2.265, 3.872)
F (0.249, -0.729, 4.680)
F (-1.909, -0.242, 4.088)
C (-0.680, 0.515, 1.738)
O (-1.111, 1.576, 2.104)
H (0.811, -1.569, -3.206)
H (-0.580, 0.581, -3.187)
H (-2.456, 2.062, -1.601)
H (-1.626, 2.578, -0.007)
H (-0.792, 3.358, -2.962)
H (1.862, 3.835, -1.373)
H (1.272, 2.952, -2.616)
O (-1.407, -3.440, 0.099)
H (-0.998, -3.705, 0.926)

charge	-1
E_HOMO	-3.04	eV
HOMO-LUMO gap	5.2918	eV
electronic energy	-35981.142	eV

---

No. 2
Here is a cluster of 2 separate species, CH4FN2O in total in a non-equilibrium geometry from the Open Molecules 2025 dataset. Energies are from wB97M-V/def2-TZVPD.

Geometry (Å):
C (0.228, 0.358, -0.037)
N (-0.979, 0.503, -0.769)
N (0.948, -0.691, -0.109)
O (2.212, -0.628, 0.033)
F (0.914, 1.481, 0.121)
H (-0.658, 0.167, 1.753)
H (-1.609, 0.911, -0.032)
H (-1.403, -0.496, -1.011)
H (0.347, -1.604, 0.050)

charge	-1
multiplicity	3
E_HOMO (alpha / beta)	0.56 / -3.38	eV
HOMO-LUMO gap (alpha / beta)	4.3712 / 6.6111	eV
electronic energy	-8840.382	eV